{"formula": "C5H12NO2", "method": "wB97M-V/def2-TZVPD", "species": ["C", "N", "C", "C", "C", "O", "C", "O", "H", "H", "H", "H", "H", "H", "H", "H", "H", "H", "H", "H"], "coordinates": [[2.61214, -0.95666, 0.34709], [1.70709, -0.08554, 1.14314], [0.34611, 0.02526, 0.55971], [0.26132, 0.97727, -0.62756], [-1.07382, 1.68999, -0.85224], [-2.12921, 0.83477, -1.20727], [-0.41761, -1.26745, 0.29337], [-1.79158, -1.02337, 0.37165], [2.07122, -1.69378, -0.24942], [3.24409, -0.40153, -0.33756], [3.10888, -1.63031, 1.05672], [1.51552, -0.58725, 1.99130], [-0.25080, 0.51983, 1.28694], [1.09241, 1.69324, -0.65660], [0.43948, 0.45660, -1.56833], [-1.37698, 2.26712, 0.04646], [-0.92526, 2.38351, -1.70013], [-0.22393, -1.73756, -0.69816], [-0.17618, -2.08269, 1.00583], [-2.00750, -0.06790, -0.30291]], "nbo_charge": [-0.43, -0.62, -0.10, -0.44, -0.04, -0.88, -0.07, -0.85, 0.18, 0.18, 0.18, 0.34, 0.20, 0.19, 0.19, 0.11, 0.13, 0.13, 0.13, 0.48], "e_tot_ev": -10964.0662, "homo_lumo_gap_ev": 7.416, "e_above_lowest_ev": 2.924, "charge": -1, "e_homo_ha": -0.1321}